Entry 1:
88
Properties=species:S:1:pos:R:3:forces:R:3 method="wB97M-V/def2-TZVPD" spin_multiplicity=1 charge=-1 relative_energy_kcal_mol=25.4 energy_ha=-16674.9846 e_homo_ev=-3.2 e_lumo_ev=-0.29
C 0.6840 3.5567 2.3975 -0.2 -0.7 0.1
C -0.1862 2.2990 2.1720 -0.3 0.7 0.0
C -0.5699 2.0965 0.6871 -1.3 -0.7 0.4
C -0.7304 0.5744 0.3320 0.1 1.8 0.6
N 0.5696 0.0629 -0.0778 -0.2 -0.2 -0.5
P 0.5360 -1.3387 -1.2538 0.1 0.8 1.6
S 0.1188 -2.9049 -2.8157 -0.5 -0.8 -0.7
C 1.6411 -0.3666 -2.5137 -0.2 -0.2 -0.1
C 3.0952 -0.0130 -2.1807 0.9 -0.1 -0.7
C 3.5202 0.4056 -0.7642 0.1 0.5 -0.7
S 5.3161 0.7658 -0.6762 0.9 0.7 2.7
O 5.6038 2.1763 -0.5898 -0.7 0.1 -1.7
O 5.8329 0.0710 0.4662 -1.2 -0.1 -1.6
O 6.0822 0.1295 -2.0173 -1.0 2.2 0.3
C -0.5968 -2.2364 0.0376 -0.4 -0.9 -0.2
O -0.4874 -3.6912 -0.0051 0.0 -0.1 0.0
C -0.9038 -4.2673 1.1932 0.6 -0.5 0.4
C 0.1834 -4.3329 2.3395 -0.4 -0.3 -0.3
C 1.0423 -5.6550 2.4377 -0.3 1.2 0.6
N 1.8795 -2.1791 -0.5077 -0.4 -0.1 -0.8
C 2.7934 -3.0474 -1.1756 2.1 -0.4 1.0
C 2.7205 -4.5568 -0.8045 -0.5 -0.1 0.0
H 0.1023 4.4581 2.1604 0.3 -0.2 -0.1
H 0.9789 3.6252 3.4532 0.1 0.0 -0.3
H 1.5732 3.4820 1.7574 -0.1 0.3 0.3
H 0.2458 1.3853 2.6062 0.3 0.3 -0.3
H -1.1230 2.4650 2.7345 0.2 -0.2 -0.2
H 0.0604 2.6392 -0.0326 0.1 -0.3 0.3
H -1.5894 2.5102 0.5661 0.4 0.2 -0.1
H -1.5540 0.5306 -0.4077 0.4 -0.5 -0.1
H -1.1134 0.1417 1.2736 0.2 -0.3 -0.4
H 0.9317 0.8150 -0.6605 0.2 -0.1 0.3
H -0.5996 -0.6805 -1.8904 -0.3 -0.3 -0.3
H 0.4395 -4.1339 -2.3697 0.0 0.3 0.1
H 1.0732 0.5325 -2.8147 0.1 0.0 0.4
H 1.6318 -0.9898 -3.4205 0.3 0.3 0.2
H 3.7504 -0.8434 -2.4877 -0.3 0.1 0.3
H 3.4241 0.8090 -2.8520 -0.3 -0.2 0.2
H 3.3616 -0.3174 0.0343 0.1 0.0 -0.3
H 3.0520 1.3571 -0.4722 0.3 -0.2 0.0
H 6.0561 0.7926 -2.7332 0.1 -0.2 0.1
H -0.2580 -1.9887 1.0588 -0.2 0.5 -0.4
H -1.6692 -2.0139 -0.1233 0.3 0.1 0.3
H -1.1867 -5.3250 0.9486 -0.2 0.5 0.2
H -1.7962 -3.7503 1.5838 0.1 -0.2 -0.1
H -0.3519 -4.1732 3.2870 0.2 -0.2 -0.2
H 0.8730 -3.4840 2.2338 -0.2 -0.2 -0.1
H 0.5599 -6.5465 1.9791 0.2 0.8 1.4
H 1.2019 -5.8497 3.5062 0.0 -0.3 -0.4
H 2.0407 -5.4389 2.0299 -0.3 -0.5 -0.2
H 2.0968 -1.9238 0.4425 0.1 0.0 -0.1
H 3.7962 -2.7913 -0.7794 -0.3 -0.1 -0.3
H 2.9541 -2.9058 -2.2507 -0.8 0.1 0.2
H 1.6718 -4.9397 -0.7780 0.5 0.7 -0.2
H 3.1533 -4.6439 0.2028 -0.1 -0.2 -0.2
H 3.3230 -5.1755 -1.4869 -0.1 0.2 0.2
K 0.6873 -6.9267 -0.0410 0.2 0.0 -1.4
C -4.2986 3.2915 6.3648 -0.2 -0.1 0.0
C -3.9589 3.9175 5.0230 0.0 0.1 0.1
O -4.0657 3.0224 3.9320 0.2 -0.1 -0.1
C -5.3446 2.4641 3.6999 -0.1 0.0 -0.1
C -6.4157 3.4960 3.3874 0.0 0.1 0.2
H -3.6995 2.3948 6.5320 0.0 0.1 0.0
H -4.1069 3.9991 7.1727 0.0 0.0 0.0
H -5.3492 2.9994 6.4207 0.0 0.1 0.0
H -2.9199 4.2490 5.0391 0.0 -0.1 -0.1
H -4.5677 4.8111 4.8429 -0.1 0.0 0.1
H -5.6446 1.8320 4.5432 -0.1 0.0 0.0
H -5.2321 1.8019 2.8403 0.2 0.0 0.0
H -6.6108 4.1462 4.2425 -0.1 0.0 0.0
H -7.3523 3.0021 3.1245 0.0 0.0 0.0
H -6.1051 4.1318 2.5567 0.0 -0.1 0.0
C -1.2756 1.3592 -4.6673 -0.1 -1.1 0.6
O -0.7317 0.1377 -5.1150 0.0 0.3 -0.2
H -1.3994 2.0186 -5.5299 -1.0 -0.7 0.2
H -2.2529 1.1939 -4.2093 0.0 0.4 0.0
H -0.5899 1.8267 -3.9423 -0.2 0.3 0.1
H -0.6281 -0.4398 -4.3433 0.1 -0.1 -0.1
Ca 0.2662 3.0698 -5.9843 1.6 0.7 -0.4
C -3.9406 5.0530 -7.8540 -0.2 0.0 0.0
Br -2.9219 3.4414 -7.4885 -0.2 0.2 -0.2
Br -4.8292 4.9702 -9.5683 0.1 0.0 0.1
Br -5.1753 5.4623 -6.4259 0.1 0.0 -0.1
H -3.2318 5.8688 -7.9037 0.0 -0.1 0.0
Br 6.2350 -2.0690 -1.4812 0.2 -3.2 0.4
Br 7.4313 -0.9177 2.1716 0.9 -0.8 0.9
O 6.1239 -4.7872 -0.1994 -0.8 0.6 -1.1
H 6.6491 -3.9966 -0.1195 0.9 0.5 0.8


Entry 2:
23
Properties=species:S:1:pos:R:3:forces:R:3 method="wB97M-V/def2-TZVPD" spin_multiplicity=1 charge=0 smiles=Cc1ccccc1.CC relative_energy_kcal_mol=56.3 energy_ha=-351.2404 e_homo_ev=-9.0 e_lumo_ev=1.02
C 1.8844 2.6611 -0.9934 -0.1 -0.7 -1.5
C 0.6046 1.8743 -0.7217 2.4 -0.2 -0.8
C -0.5893 2.5331 -0.6303 -0.5 -1.3 -0.7
C -1.7653 1.6928 -0.6064 0.5 3.6 -0.4
C -1.7558 0.3522 -0.6758 2.1 -3.1 0.6
C -0.4285 -0.2857 -0.8193 -1.0 0.7 0.0
C 0.7716 0.4536 -0.7889 -2.2 -0.5 0.8
H 2.2595 3.0216 -0.0701 0.6 0.7 0.8
H 1.7003 3.4781 -1.7380 0.2 -0.5 0.9
H 2.6511 1.9771 -1.4527 -0.7 0.7 0.5
H -0.5778 3.6540 -0.7496 -0.5 -1.4 0.3
H -2.6215 2.3158 -0.7604 -1.1 -0.3 0.6
H -2.6190 -0.3541 -0.4260 1.0 1.4 -1.0
H -0.4663 -1.3538 -1.0693 0.4 0.4 0.5
H 1.7608 -0.0709 -0.6634 -1.1 0.9 -0.7
C 0.3643 -2.3268 1.8685 -1.6 -0.1 6.2
C -0.6427 -3.2283 1.1975 6.2 1.5 -4.5
H 0.8699 -2.5680 2.9745 -1.3 -0.4 -2.9
H 1.1296 -2.0622 1.2795 2.9 0.5 -2.4
H -0.0486 -1.3664 2.1824 -0.6 0.1 -0.4
H -0.9912 -2.6453 0.3383 -0.2 -0.3 0.1
H -1.4003 -3.6538 1.5931 -5.2 -2.3 3.8
H -0.0900 -4.0982 0.7316 -0.4 0.8 0.3


Entry 3:
52
Properties=species:S:1:pos:R:3:forces:R:3 method="wB97M-V/def2-TZVPD" spin_multiplicity=1 charge=+2 relative_energy_kcal_mol=28.6 energy_ha=-7548.6895 e_homo_ev="-14.1 / -14.1" e_lumo_ev="-8.91 / -8.91"
Tc -1.8133 0.4759 0.2504 0.8 0.0 0.2
C 5.3964 0.8398 0.6661 0.0 0.0 0.0
C 4.1357 1.3408 1.3851 -0.1 -0.1 0.0
C 4.5055 1.8757 2.7761 0.0 0.0 0.0
C 3.5286 2.4766 0.5603 0.0 0.0 0.0
C 3.1591 0.1782 1.5560 0.1 0.0 0.0
C 3.6122 -1.0277 2.1283 0.0 0.0 0.0
C 2.7817 -2.1077 2.3066 0.0 0.0 0.0
C 1.4561 -1.9886 1.8953 0.1 -0.1 0.0
S 0.2127 -3.1915 1.9804 0.1 0.0 0.0
C -0.8693 -2.1044 1.2757 -0.2 0.0 -0.1
N -0.3865 -0.9175 0.9621 0.2 0.2 0.0
C 0.9706 -0.8099 1.3316 -0.1 0.0 0.0
C 1.8290 0.2809 1.1925 -0.1 0.0 0.0
C -2.2758 -2.3253 1.0042 0.1 0.0 0.0
C -2.9769 -3.4554 1.3889 0.0 0.0 0.1
C -4.3295 -3.5481 1.0965 0.0 0.0 0.0
C -4.9714 -2.5107 0.4352 0.0 0.0 0.0
C -4.2665 -1.3875 0.0216 0.0 0.0 0.1
C -2.9113 -1.2619 0.3374 0.1 -0.1 -0.3
H 6.0485 1.6830 0.4378 0.0 0.0 0.0
H 5.1463 0.3408 -0.2721 0.0 0.0 0.0
H 5.9692 0.1450 1.2784 0.0 0.0 0.0
H 5.1824 2.7256 2.6832 0.0 0.0 0.0
H 5.0055 1.1140 3.3746 0.0 0.0 0.0
H 3.6177 2.2035 3.3197 0.0 0.0 0.0
H 4.2779 3.2531 0.4104 0.0 0.0 0.0
H 2.6782 2.9446 1.0628 0.0 0.0 0.0
H 3.2153 2.1234 -0.4268 0.0 0.0 0.0
H 4.6400 -1.1089 2.4524 0.0 0.0 0.0
H 3.1454 -3.0211 2.7566 0.0 0.0 0.0
H 1.4599 1.2291 0.8367 0.0 0.0 0.0
H -2.4784 -4.2558 1.9218 0.0 0.0 0.0
H -4.8814 -4.4353 1.3747 0.0 0.0 0.0
H -6.0283 -2.5812 0.2167 0.0 0.0 0.0
H -4.7995 -0.6299 -0.5303 0.0 0.0 0.0
Cl -1.1692 -1.8423 -2.6018 0.0 0.2 0.0
C -2.3403 -0.5806 -2.7252 -0.1 -0.2 0.0
C -2.5892 0.2201 -1.6325 0.0 0.1 0.2
C -3.6167 1.1233 -1.7108 0.1 0.0 0.0
Cl -3.7139 1.9395 -0.1390 -0.4 0.4 -0.2
C -4.4394 1.3205 -2.7951 0.0 0.0 0.0
Cl -5.6968 2.4686 -2.7412 0.0 0.0 0.0
C -4.1647 0.5234 -3.9162 0.0 0.0 0.0
Cl -5.1362 0.6839 -5.3092 0.0 0.0 0.0
C -3.1224 -0.4171 -3.8806 0.0 0.0 0.0
Cl -2.8135 -1.3917 -5.2456 0.0 0.0 0.0
S 1.5262 2.7947 -3.1051 0.1 0.0 0.0
As -0.1898 4.2412 -3.6655 0.1 0.1 -0.1
S 0.5713 1.1223 -2.5032 0.0 -0.2 -0.1
S -0.3087 1.6881 -0.8160 -0.7 -0.3 0.2
S -1.7826 3.5442 -2.6602 -0.1 0.0 0.1